Formula: CHI3O
Source: the Open Molecules 2025 dataset
Level of theory: ωB97M-V with the def2-TZVPD basis set

Geometry (Å):
C (0.70, -0.17, -0.30)
O (-2.01, -0.10, 0.02)
I (2.00, -1.89, -0.34)
I (-0.71, -0.08, 1.36)
I (1.78, 1.70, -0.15)
H (-1.76, 0.53, -0.59)

Results
HOMO-LUMO gap (alpha / beta) = 6.994 / 6.992 eV
LUMO energy (alpha / beta) = -1.19 / -1.19 eV